Entry from the OMol25 dataset: C25H47ClINO3RhSi2 as an isolated structure in a non-equilibrium geometry (ωB97M-V/def2-TZVPD).

Cartesian coordinates (Å):
O: -0.885 -1.605 -1.523
O: 0.639 1.327 -4.508
C: -0.111 -2.662 -2.135
C: -0.808 -3.991 -1.962
H: 0.856 -2.659 -1.628
H: 0.155 -2.509 -3.193
H: -0.965 -4.260 -0.926
H: -0.225 -4.791 -2.409
H: -1.772 -3.952 -2.458
C: -1.808 -0.876 -2.285
C: -1.723 -1.033 -3.779
H: -1.740 0.189 -2.035
H: -2.798 -1.196 -1.897
H: -0.787 -0.591 -4.105
H: -2.556 -0.466 -4.189
H: -1.805 -2.081 -4.031
C: 0.266 2.512 -3.803
C: 2.029 1.097 -4.606
C: -1.105 2.962 -4.265
H: 1.014 3.294 -3.991
H: 0.279 2.294 -2.718
H: -1.122 3.094 -5.349
H: -1.366 3.916 -3.809
H: -1.872 2.232 -4.005
C: 2.493 0.778 -6.030
H: 2.235 0.237 -3.954
H: 2.608 1.957 -4.255
H: 1.939 -0.044 -6.498
H: 3.547 0.504 -5.973
H: 2.407 1.653 -6.690
H: 0.054 -0.821 0.079
Rh: -0.776 -0.360 1.253
C: 1.102 -0.795 -0.064
Si: 2.732 0.121 0.513
H: 1.407 -1.835 0.018
H: 1.289 -0.503 -1.108
C: 4.105 -0.463 -0.683
C: 3.360 -0.220 2.251
C: 2.667 1.966 0.266
C: -2.202 -1.612 1.161
Si: -3.280 -0.028 1.219
H: -2.191 -2.257 2.079
H: -2.448 -2.237 0.281
C: -4.790 -0.478 0.168
C: -2.676 1.652 0.537
C: -3.775 0.221 3.018
H: 2.139 2.235 -0.658
H: 3.699 2.339 0.196
H: 2.183 2.467 1.114
H: 4.169 -1.562 -0.717
H: 5.084 -0.077 -0.362
H: 3.914 -0.092 -1.701
H: 2.826 -1.045 2.752
H: 3.301 0.688 2.877
H: 4.435 -0.483 2.192
H: -2.749 1.707 -0.559
H: -1.648 1.941 0.819
H: -3.340 2.413 0.975
H: -4.668 0.861 3.074
H: -2.970 0.683 3.607
H: -4.013 -0.761 3.449
H: -5.650 0.112 0.524
H: -5.006 -1.549 0.299
H: -4.623 -0.265 -0.900
Cl: 1.976 0.939 7.625
C: 1.298 1.100 6.049
C: 1.443 2.307 5.364
C: 0.984 2.484 4.055
I: 1.199 4.294 3.124
C: 0.450 1.351 3.328
O: 0.232 1.379 2.064
C: 0.292 0.123 4.039
N: -0.183 -0.904 3.295
C: -0.197 -2.118 3.846
C: 0.162 -2.316 5.184
C: 0.613 -1.303 5.987
C: 0.718 -0.029 5.407
H: 1.963 3.122 5.857
H: -0.541 -2.939 3.222
H: 0.035 -3.312 5.582
H: 0.877 -1.471 7.016

Computed properties:
strongest force on any atom: 0.108 Eh/bohr
orbital gap (alpha / beta): 5.6565 / 5.5621 eV
LUMO (alpha / beta): -3.944 / -5.991 eV
multiplicity: 5
<S²>: 6.045
E_tot: -73695.9617 eV
ΔE to the lowest compared entry with this formula, charge and spin: 0.0 kJ/mol
net charge: +1

=====

Entry from the OMol25 dataset: C36H57N7P2STi as an isolated structure (ωB97M-V/def2-TZVPD).

Cartesian coordinates (Å):
Ti: -0.718 -0.259 0.142
C: -3.344 3.361 -0.278
C: -2.244 2.392 -0.014
N: -2.358 1.126 -0.226
N: -3.584 0.695 -0.683
C: -3.894 -0.471 -0.187
N: -5.097 -0.989 -0.457
S: -2.826 -1.380 0.856
C: -0.962 2.819 0.569
C: -0.724 4.134 0.933
C: 0.461 4.465 1.569
C: 1.369 3.458 1.836
C: 1.064 2.173 1.422
N: -0.055 1.843 0.781
H: -4.304 2.858 -0.226
H: -3.243 3.767 -1.289
H: -3.330 4.191 0.423
H: -5.765 -0.447 -0.979
H: -5.362 -1.887 -0.095
H: -1.457 4.899 0.726
H: 0.661 5.488 1.859
H: 2.301 3.651 2.348
H: 1.761 1.374 1.618
C: 1.752 -2.302 3.205
C: 2.444 -1.172 2.430
C: 3.962 -1.265 2.599
P: 1.813 -1.100 0.681
C: 3.089 -0.422 -0.485
C: 3.457 1.049 -0.286
C: 4.343 -1.272 -0.694
C: 1.624 -2.791 0.093
C: 2.511 -3.845 0.296
C: 2.334 -5.047 -0.367
C: 1.290 -5.171 -1.274
C: 0.399 -4.132 -1.489
C: 0.537 -2.943 -0.774
N: -0.331 -1.840 -0.885
C: -1.382 -1.792 -1.843
C: -2.360 -2.792 -1.942
C: -3.376 -2.665 -2.861
C: -3.480 -1.513 -3.644
C: -2.551 -0.503 -3.518
C: -1.470 -0.643 -2.641
P: -0.115 0.545 -2.398
C: 1.102 -0.034 -3.691
C: 1.435 -1.524 -3.666
C: 2.361 0.826 -3.797
C: -0.708 2.174 -3.057
C: -0.784 2.305 -4.582
C: 0.131 3.335 -2.499
H: 1.833 -2.119 4.277
H: 2.231 -3.256 2.996
H: 0.698 -2.429 2.954
H: 2.146 -0.216 2.881
H: 4.361 -2.182 2.169
H: 4.198 -1.274 3.665
H: 4.485 -0.421 2.152
H: 2.502 -0.482 -1.405
H: 3.846 1.256 0.713
H: 2.616 1.713 -0.484
H: 4.250 1.310 -0.989
H: 5.048 -1.175 0.129
H: 4.849 -0.914 -1.594
H: 4.121 -2.326 -0.846
H: 3.356 -3.725 0.961
H: 3.016 -5.868 -0.201
H: 1.165 -6.093 -1.826
H: -0.389 -4.254 -2.217
H: -2.315 -3.649 -1.285
H: -4.114 -3.451 -2.959
H: -4.296 -1.410 -4.347
H: -2.665 0.394 -4.108
H: 0.510 0.134 -4.596
H: 2.022 -1.822 -2.797
H: 2.029 -1.756 -4.552
H: 0.540 -2.145 -3.701
H: 3.063 0.636 -2.987
H: 2.148 1.893 -3.812
H: 2.873 0.582 -4.729
H: -1.723 2.241 -2.650
H: 0.213 2.357 -5.020
H: -1.292 3.239 -4.830
H: -1.321 1.497 -5.073
H: 1.020 3.496 -3.107
H: 0.461 3.176 -1.473
H: -0.445 4.262 -2.532
C: -1.957 -0.636 4.996
C: -1.652 0.742 4.407
C: -0.314 1.266 4.919
C: -2.766 1.723 4.759
N: -1.626 0.730 2.920
N: -0.708 -0.232 2.374
H: -2.077 -0.563 6.076
H: -1.149 -1.354 4.826
H: -2.883 -1.044 4.583
H: -0.359 1.414 5.998
H: -0.073 2.223 4.452
H: 0.506 0.562 4.739
H: -2.869 1.804 5.840
H: -3.724 1.385 4.358
H: -2.548 2.712 4.356
H: -2.539 0.439 2.579
H: -0.892 -1.158 2.766
H: 0.207 0.041 2.718

Computed properties:
strongest force on any atom: 0.006 Eh/bohr
orbital gap: 6.6089 eV
LUMO: -6.308 eV
multiplicity: 1
E_tot: -101206.3889 eV
ΔE to the lowest compared entry with this formula, charge and spin: 16.3 kJ/mol
net charge: +2

=====

Entry from the OMol25 dataset: a 2-piece molecular cluster, C4H11N2O overall in a non-equilibrium geometry (ωB97M-V/def2-TZVPD).

Cartesian coordinates (Å):
C: 2.682 0.309 0.083
N: 1.734 1.292 0.091
O: 2.434 -0.807 -0.291
H: 3.656 0.570 0.511
H: 1.962 2.232 0.363
H: 1.059 1.195 -0.654
C: -2.775 0.870 -0.812
C: -1.957 -0.387 -0.724
C: -0.323 -0.868 1.109
N: -1.498 -0.692 0.660
H: -3.658 0.837 -0.169
H: -2.227 1.791 -0.630
H: -3.134 0.885 -1.844
H: -2.493 -1.267 -1.076
H: -1.046 -0.268 -1.312
H: -0.236 -0.960 2.185
H: 0.558 -0.845 0.475
H: -2.260 -0.698 1.331

Computed properties:
strongest force on any atom: 0.025 Eh/bohr
orbital gap: 9.4621 eV
LUMO: -4.585 eV
multiplicity: 1
E_tot: -9347.1584 eV
ΔE to the lowest compared entry with this formula, charge and spin: 163.9 kJ/mol
net charge: +1

=====

Entry from the OMol25 dataset: a 2-piece molecular cluster, C5H8O overall in a non-equilibrium geometry (ωB97M-V/def2-TZVPD).

Cartesian coordinates (Å):
C: -1.477 -1.403 -0.444
C: 0.853 0.932 0.929
C: 1.025 0.849 -0.878
C: 0.426 0.161 -1.725
C: -0.001 0.273 1.564
O: 1.912 1.756 1.223
H: 1.861 2.001 2.155
H: 1.876 1.510 -0.990
H: 0.063 -0.320 -2.598
H: -0.563 -0.108 2.380
H: -0.795 -0.687 0.123
H: -2.147 -0.919 -1.148
H: -0.955 -2.211 -0.948
H: -2.078 -1.834 0.356

Computed properties:
strongest force on any atom: 0.023 Eh/bohr
orbital gap (alpha / beta): 8.3533 / 7.6018 eV
LUMO (alpha / beta): 0.106 / -0.325 eV
multiplicity: 1
E_tot: -7354.8764 eV
ΔE to the lowest compared entry with this formula, charge and spin: 712.0 kJ/mol